DFT (ωB97M-V with the def2-TZVPD basis set) results for C36H82N4O7 as an isolated structure.

Its relative energy (zero: lowest compared OMol25 entry of this formula, charge and spin) is 33.775 eV. For the HOMO-LUMO gap, the calculation gives 8.176 eV. The electronic energy comes out at -58917.508 eV. The calculation puts the largest force on an atom at 8.43 eV/A. For the LUMO energy, the calculation gives 0.225 eV. The value obtained for the HOMO energy is -7.952 eV.

Each line ends with the Löwdin charge.
Cartesian coordinates (Å):
C: -4.401 -3.448 2.320  -0.056
C: -3.632 -2.521 1.407  -0.478
C: -3.906 -1.127 1.929  -0.102
C: -2.901 0.044 1.483  -0.124
C: -1.482 -0.413 1.900  -0.074
C: -1.062 -1.816 1.271  -0.301
N: -2.121 -2.806 1.526  -0.083
O: -1.742 -4.121 1.145  0.004
C: -0.759 -1.778 -0.223  -0.089
C: 0.238 -2.296 1.987  -0.102
C: -4.258 -2.701 -0.014  -0.012
H: -4.345 -4.467 1.938  0.084
H: -5.436 -3.112 2.385  0.087
H: -3.998 -3.432 3.333  0.089
H: -4.858 -0.797 1.512  0.114
H: -4.014 -1.041 3.010  0.118
H: -3.221 1.039 1.793  0.108
H: -2.881 0.147 0.398  0.047
H: -1.741 -0.606 2.941  0.113
H: -0.706 0.338 2.047  0.054
H: -0.044 -2.474 -0.662  0.118
H: -1.668 -1.800 -0.825  0.106
H: -0.234 -0.831 -0.350  0.061
H: 1.095 -1.623 1.947  0.035
H: 0.180 -2.589 3.036  0.115
H: 0.648 -3.204 1.546  0.115
H: -5.311 -2.478 0.155  0.088
H: -4.007 -3.606 -0.568  0.085
H: -3.870 -1.926 -0.677  0.041
H: -1.616 -4.019 0.199  0.077
C: -3.247 0.384 -4.966  -0.045
C: -1.746 0.503 -4.506  -0.422
C: -1.524 2.075 -4.589  -0.132
C: -2.149 2.979 -3.539  -0.137
C: -1.729 2.366 -2.193  -0.186
C: -2.095 0.850 -1.976  -0.362
N: -1.542 0.052 -3.116  -0.089
O: -1.889 -1.383 -3.143  -0.005
C: -1.278 0.308 -0.797  -0.159
C: -3.570 0.767 -1.637  0.000
C: -0.868 -0.274 -5.602  -0.024
H: -3.710 -0.531 -4.596  0.077
H: -3.387 0.410 -6.047  0.079
H: -3.988 1.101 -4.613  0.062
H: -0.453 2.278 -4.598  0.112
H: -1.931 2.420 -5.539  0.116
H: -3.234 3.076 -3.484  0.115
H: -1.662 3.935 -3.731  0.116
H: -2.176 3.041 -1.463  0.090
H: -0.675 2.405 -1.916  0.083
H: -1.538 0.989 0.014  0.081
H: -1.439 -0.755 -0.620  -0.051
H: -0.228 0.412 -1.069  0.060
H: -3.913 1.371 -0.797  0.099
H: -4.152 1.120 -2.488  0.073
H: -3.813 -0.285 -1.487  0.068
H: -0.919 0.141 -6.609  0.091
H: -1.098 -1.338 -5.643  0.087
H: 0.167 -0.271 -5.260  -0.006
H: -1.134 -1.833 -2.758  0.070
C: 1.054 -0.027 -3.746  -0.022
C: 2.124 0.517 -2.645  -0.431
C: 1.433 1.445 -1.736  -0.143
C: 2.192 1.699 -0.375  -0.109
C: 2.457 0.255 0.180  -0.089
C: 3.353 -0.646 -0.773  -0.405
N: 2.760 -0.660 -2.090  -0.119
O: 3.427 -1.306 -3.144  0.022
C: 4.890 -0.176 -0.783  0.023
C: 3.271 -2.028 -0.201  -0.059
C: 3.107 1.436 -3.401  -0.011
H: 0.185 0.627 -3.810  0.044
H: 0.586 -0.946 -3.392  0.088
H: 1.334 -0.359 -4.746  0.076
H: 1.364 2.464 -2.117  0.123
H: 0.394 1.234 -1.483  0.045
H: 1.625 2.309 0.329  0.052
H: 3.213 2.043 -0.535  0.136
H: 1.468 -0.183 0.315  0.105
H: 2.762 0.419 1.213  0.052
H: 5.147 0.144 0.226  0.073
H: 5.541 -0.887 -1.293  0.088
H: 5.075 0.800 -1.232  0.060
H: 2.351 -2.569 -0.422  0.100
H: 4.123 -2.680 -0.395  0.103
H: 3.402 -2.040 0.881  0.012
H: 2.536 2.313 -3.707  0.085
H: 3.249 0.877 -4.326  0.077
H: 4.052 1.630 -2.895  0.078
H: 2.718 -1.859 -3.480  0.099
C: 1.835 2.579 2.235  -0.024
C: 1.900 1.573 3.441  -0.369
C: 0.326 1.232 3.632  -0.101
C: 0.162 -0.003 4.458  -0.175
C: 0.963 -1.156 3.867  -0.191
C: 2.444 -0.974 3.532  -0.405
N: 2.625 0.363 2.930  -0.100
O: 3.957 0.550 2.414  -0.004
C: 3.287 -1.159 4.786  -0.010
C: 2.594 -2.062 2.417  -0.092
C: 2.540 2.223 4.696  -0.017
H: 0.861 3.067 2.203  0.098
H: 1.909 1.947 1.350  -0.007
H: 2.733 3.194 2.300  0.104
H: -0.151 1.895 4.354  0.136
H: -0.195 1.152 2.678  0.045
H: -0.863 -0.345 4.596  0.113
H: 0.518 0.176 5.473  0.105
H: 0.310 -1.623 3.130  -0.055
H: 0.912 -1.967 4.593  0.143
H: 4.231 -0.615 4.814  0.088
H: 2.619 -0.950 5.622  0.078
H: 3.557 -2.195 4.990  0.085
H: 3.672 -2.089 2.258  0.106
H: 2.210 -3.054 2.655  0.128
H: 2.154 -1.844 1.444  0.024
H: 2.671 1.379 5.372  0.066
H: 2.209 3.217 4.996  0.089
H: 3.578 2.472 4.474  0.073
H: 3.784 0.350 1.491  0.002
O: -1.709 2.454 1.751  -0.037
H: -2.463 2.365 1.168  0.035
H: -0.978 2.086 1.256  -0.128
O: -0.170 1.249 0.808  -0.239
H: 0.425 0.660 0.343  0.050
H: -0.172 2.050 0.284  0.065
O: -1.072 3.431 -0.632  -0.107
H: -0.311 3.838 -0.219  0.100
H: -1.124 3.839 -1.496  0.077

---

DFT (ωB97M-V with the def2-TZVPD basis set) results for a 12-piece molecular cluster, C36H84O12S6 overall.

For the HOMO-LUMO gap, the calculation gives 8.506 eV. The electronic energy comes out at -128267.183 eV. The calculation puts the largest force on an atom at 3.38 eV/A. For the LUMO energy, the calculation gives 0.128 eV. The value obtained for the HOMO energy is -8.378 eV.

Each line ends with the Löwdin charge.
Cartesian coordinates (Å):
C: -9.278 -3.983 18.667  -0.137
C: -9.102 -2.643 17.787  -0.113
C: -10.406 -1.886 18.253  -0.269
O: -11.355 -2.811 18.571  -0.138
C: -10.696 -3.837 19.348  -0.172
H: -8.529 -4.090 19.482  0.085
H: -9.220 -4.879 18.083  0.079
H: -9.165 -2.871 16.724  0.091
H: -8.220 -2.010 17.933  0.074
H: -10.773 -1.252 17.445  0.115
H: -10.145 -1.256 19.126  0.117
H: -11.250 -4.738 19.151  0.097
H: -10.600 -3.578 20.442  0.120
C: -12.150 -5.241 24.365  -0.169
C: -12.664 -4.098 23.456  -0.168
C: -12.731 -2.917 24.413  -0.194
O: -13.172 -3.473 25.689  -0.173
C: -12.759 -4.858 25.753  -0.194
H: -11.074 -5.200 24.510  0.093
H: -12.511 -6.246 24.128  0.104
H: -13.632 -4.437 23.132  0.107
H: -12.055 -3.843 22.568  0.105
H: -13.490 -2.195 24.002  0.125
H: -11.767 -2.346 24.640  0.128
H: -13.714 -5.383 25.962  0.116
H: -12.010 -5.029 26.566  0.119
C: -6.136 -1.478 22.416  -0.129
C: -6.284 -2.273 23.705  -0.142
C: -7.538 -3.131 23.478  -0.203
O: -7.506 -3.419 22.098  -0.186
C: -7.208 -2.146 21.546  -0.189
H: -5.126 -1.554 21.993  0.086
H: -6.406 -0.433 22.494  0.067
H: -6.360 -1.775 24.669  0.076
H: -5.368 -2.911 23.739  0.095
H: -8.461 -2.604 23.808  0.114
H: -7.551 -4.076 24.010  0.088
H: -8.082 -1.469 21.512  0.126
H: -6.900 -2.365 20.519  0.097
C: -2.339 1.180 20.429  -0.125
C: -1.138 0.232 20.586  -0.147
C: -1.407 -0.315 21.979  -0.219
O: -2.812 -0.547 22.014  -0.202
C: -3.441 0.253 21.031  -0.228
H: -2.576 1.306 19.387  0.095
H: -2.312 2.146 20.895  0.098
H: -0.179 0.741 20.677  0.114
H: -1.156 -0.582 19.860  0.108
H: -1.099 0.437 22.748  0.128
H: -0.925 -1.263 22.259  0.116
H: -4.259 0.755 21.590  0.086
H: -3.914 -0.379 20.277  0.090
C: -3.931 3.049 24.916  -0.099
C: -5.427 2.544 24.992  -0.136
C: -5.913 2.375 23.555  -0.211
O: -5.054 3.209 22.761  -0.150
C: -3.773 3.075 23.379  -0.202
H: -3.271 2.370 25.371  0.076
H: -3.878 4.061 25.284  0.101
H: -6.010 3.271 25.551  0.094
H: -5.645 1.577 25.538  0.100
H: -6.955 2.670 23.374  0.123
H: -5.829 1.353 23.193  0.076
H: -3.201 3.871 22.926  0.119
H: -3.319 2.147 23.080  0.086
C: -9.143 0.852 26.292  -0.154
C: -8.133 1.312 27.354  -0.143
C: -7.263 0.052 27.384  -0.245
O: -7.037 -0.326 26.072  -0.202
C: -8.307 -0.061 25.360  -0.141
H: -9.558 1.656 25.676  0.105
H: -10.033 0.343 26.716  0.118
H: -8.687 1.492 28.286  0.114
H: -7.534 2.180 27.193  0.086
H: -7.776 -0.810 27.851  0.133
H: -6.318 0.245 27.859  0.114
H: -8.693 -1.081 25.229  0.097
H: -8.181 0.391 24.334  0.132
C: -5.333 -7.737 23.727  -0.255
S: -5.070 -6.039 24.135  0.814
O: -6.139 -5.678 25.165  -0.559
C: -3.560 -6.221 25.069  -0.235
H: -6.232 -7.834 23.156  0.014
H: -5.485 -8.303 24.638  0.062
H: -4.510 -8.099 23.098  0.059
H: -3.632 -6.977 25.837  0.061
H: -3.408 -5.329 25.657  0.012
H: -2.734 -6.340 24.383  0.052
C: -6.787 3.393 19.392  -0.263
S: -6.245 1.737 19.762  0.845
O: -7.191 1.301 20.905  -0.545
C: -6.748 0.774 18.324  -0.240
H: -6.625 3.992 20.296  0.053
H: -7.853 3.479 19.179  0.061
H: -6.150 3.724 18.547  0.060
H: -7.805 0.624 18.371  0.039
H: -6.301 -0.225 18.426  0.012
H: -6.448 1.267 17.391  0.063
C: -8.554 -6.417 22.327  -0.276
S: -10.013 -6.815 21.454  0.826
O: -9.648 -6.549 19.979  -0.543
C: -9.993 -8.527 21.737  -0.292
H: -8.388 -5.345 22.295  0.029
H: -7.698 -6.976 21.897  0.059
H: -8.695 -6.621 23.392  0.068
H: -10.828 -9.029 21.210  0.071
H: -10.132 -8.604 22.823  0.058
H: -9.003 -8.922 21.477  0.064
C: -3.562 -0.788 25.161  -0.260
S: -2.236 -1.949 25.052  0.813
O: -0.922 -1.193 25.136  -0.538
C: -2.523 -2.702 26.581  -0.283
H: -4.455 -1.382 25.369  0.039
H: -3.542 -0.343 24.177  0.026
H: -3.507 -0.005 25.953  0.081
H: -3.204 -3.575 26.563  0.052
H: -2.877 -1.946 27.284  0.062
H: -1.556 -2.977 26.918  0.043
C: -4.905 -4.004 16.797  -0.259
S: -4.560 -2.401 17.425  0.805
O: -4.938 -2.289 18.861  -0.555
C: -2.831 -2.558 17.388  -0.266
H: -4.454 -4.070 15.807  0.062
H: -5.977 -4.138 16.854  0.052
H: -4.473 -4.759 17.486  0.068
H: -2.640 -2.989 16.399  0.059
H: -2.512 -3.257 18.159  0.063
H: -2.361 -1.586 17.515  0.054
C: -3.335 -3.787 21.474  -0.268
S: -3.648 -5.342 20.741  0.824
O: -3.302 -6.386 21.777  -0.581
C: -5.413 -5.177 20.581  -0.255
H: -3.623 -3.026 20.746  0.033
H: -2.276 -3.713 21.620  0.052
H: -3.883 -3.635 22.390  0.034
H: -5.620 -4.344 19.893  0.034
H: -5.814 -4.977 21.580  0.026
H: -5.773 -6.093 20.140  0.055

---

DFT (ωB97M-V with the def2-TZVPD basis set) results for a 10-piece molecular cluster, C36H85Cl6N4O16P3 overall.

For the HOMO-LUMO gap, the calculation gives 9.219 eV. The electronic energy comes out at -180435.292 eV. The calculation puts the largest force on an atom at 4.88 eV/A. For the LUMO energy, the calculation gives 0.156 eV. The SMILES is CCOP(=O)(OCC)OCC.CCOP(=O)(OCC)OCC.CCOP(=O)(OCC)OCC.CN(C)C=O.CN(C)C=O.CN(C)C=O.CN(C)C=O.ClCCCl.ClCCCl.ClCCCl. The value obtained for the HOMO energy is -9.064 eV.

Each line ends with the Löwdin charge.
Cartesian coordinates (Å):
C: -1.511 -8.866 8.151  -0.051
C: -1.810 -9.287 6.728  -0.277
O: -1.433 -10.644 6.523  -0.167
P: -2.540 -11.760 6.699  0.416
O: -2.079 -13.129 6.671  -0.204
O: -3.714 -11.337 5.659  -0.220
C: -3.620 -11.635 4.232  -0.223
C: -4.734 -10.708 3.615  -0.059
O: -3.315 -11.408 8.079  -0.172
C: -4.165 -12.403 8.540  -0.340
C: -4.772 -12.136 9.872  -0.078
H: -1.697 -7.835 8.454  0.079
H: -2.289 -9.417 8.680  0.064
H: -0.481 -9.095 8.425  0.088
H: -2.811 -9.254 6.297  0.106
H: -1.292 -8.744 5.937  0.118
H: -2.708 -11.386 3.690  0.113
H: -3.743 -12.714 4.137  0.113
H: -4.679 -10.734 2.527  0.072
H: -5.741 -10.970 3.939  0.071
H: -4.475 -9.743 4.051  0.069
H: -5.042 -12.527 7.905  0.123
H: -3.681 -13.379 8.574  0.117
H: -5.258 -13.093 10.066  0.079
H: -4.116 -12.021 10.735  0.084
H: -5.621 -11.459 9.782  0.081
C: -1.441 0.007 -5.067  -0.081
C: -0.151 0.463 -4.443  -0.295
O: -0.419 0.768 -3.092  -0.216
P: -0.327 -0.351 -1.844  0.564
O: -1.179 -1.583 -2.053  -0.246
O: 1.277 -0.639 -1.840  -0.178
C: 1.638 -1.739 -1.076  -0.333
C: 1.279 -1.835 0.434  -0.042
O: -0.703 0.549 -0.538  -0.178
C: -0.108 1.838 -0.358  -0.277
C: 1.033 1.874 0.618  -0.076
H: -2.152 0.830 -5.131  0.082
H: -1.190 -0.454 -6.023  0.080
H: -1.824 -0.788 -4.427  0.065
H: 0.552 -0.370 -4.414  0.111
H: 0.256 1.257 -5.070  0.120
H: 1.346 -2.592 -1.689  0.111
H: 2.713 -1.897 -1.164  0.115
H: 1.811 -0.942 0.760  0.058
H: 0.209 -1.628 0.469  0.062
H: 1.687 -2.721 0.921  0.086
H: 0.249 2.304 -1.276  0.116
H: -0.935 2.406 0.068  0.122
H: 1.781 1.185 0.227  0.062
H: 1.502 2.857 0.667  0.083
H: 0.756 1.591 1.634  0.084
C: -2.599 6.896 6.621  -0.100
C: -3.324 7.283 7.826  -0.328
O: -3.772 8.567 7.568  -0.188
P: -5.327 8.871 7.081  0.540
O: -6.203 9.487 8.143  -0.259
O: -4.997 9.827 5.790  -0.212
C: -5.535 11.177 5.752  -0.265
C: -4.550 12.133 6.419  -0.060
O: -5.904 7.468 6.494  -0.208
C: -7.227 7.489 5.924  -0.269
C: -7.728 6.159 5.377  -0.065
H: -1.676 7.432 6.399  0.083
H: -2.257 5.892 6.869  0.082
H: -3.091 6.914 5.649  0.085
H: -4.115 6.566 8.046  0.123
H: -2.607 7.453 8.629  0.132
H: -5.867 11.486 4.760  0.111
H: -6.542 11.086 6.159  0.101
H: -3.779 12.449 5.717  0.076
H: -5.064 13.003 6.828  0.078
H: -4.136 11.674 7.317  0.075
H: -7.811 7.809 6.787  0.116
H: -7.242 8.200 5.098  0.114
H: -8.801 6.154 5.189  0.081
H: -7.158 5.817 4.513  0.079
H: -7.626 5.474 6.220  0.077
C: 6.773 7.305 -0.949  -0.037
N: 7.011 5.811 -0.899  -0.179
C: 6.584 5.025 -2.104  -0.041
C: 7.585 5.223 0.194  -0.332
O: 7.951 4.038 0.301  -0.021
H: 6.271 7.553 -1.883  0.079
H: 7.730 7.820 -0.864  0.083
H: 6.053 7.547 -0.167  0.079
H: 5.507 4.945 -2.250  0.083
H: 7.055 5.417 -3.005  0.081
H: 6.988 4.017 -2.012  0.076
H: 7.586 5.972 1.001  0.129
C: -2.621 9.466 -0.057  -0.084
N: -2.139 8.795 -1.213  -0.205
C: -3.148 8.053 -1.887  -0.049
C: -0.886 8.826 -1.608  -0.344
O: -0.476 8.213 -2.594  -0.003
H: -1.868 9.991 0.531  0.091
H: -3.255 8.919 0.641  0.089
H: -3.381 10.228 -0.231  0.086
H: -2.869 7.678 -2.871  0.094
H: -3.656 7.271 -1.322  0.098
H: -3.849 8.852 -2.126  0.093
H: -0.309 9.477 -0.933  0.135
C: -0.639 6.209 -9.837  -0.088
N: -0.466 6.999 -10.995  -0.220
C: 0.279 6.345 -12.035  -0.041
C: -1.031 8.218 -11.155  -0.330
O: -1.056 8.892 -12.180  0.002
H: -1.149 6.659 -8.986  0.094
H: 0.343 5.962 -9.434  0.087
H: -1.050 5.230 -10.083  0.090
H: -0.100 5.325 -12.099  0.085
H: 0.168 6.758 -13.038  0.095
H: 1.296 6.317 -11.644  0.096
H: -1.478 8.539 -10.201  0.130
C: 5.019 -12.157 3.228  -0.038
N: 6.001 -11.130 2.689  -0.186
C: 5.849 -9.840 3.399  -0.051
C: 7.091 -11.544 1.951  -0.325
O: 8.001 -10.763 1.682  -0.010
H: 5.605 -13.050 3.443  0.075
H: 4.357 -12.433 2.407  0.080
H: 4.491 -11.778 4.103  0.079
H: 4.844 -9.598 3.055  0.082
H: 5.656 -9.965 4.464  0.075
H: 6.573 -9.049 3.201  0.088
H: 7.153 -12.626 1.758  0.131
Cl: 5.213 -2.162 -7.983  0.543
C: 5.214 -3.914 -7.657  -0.648
C: 4.004 -4.423 -8.478  -0.636
Cl: 3.747 -6.194 -8.072  0.485
H: 5.093 -4.131 -6.596  0.069
H: 6.158 -4.250 -8.086  0.067
H: 4.321 -4.496 -9.518  0.056
H: 3.091 -3.835 -8.377  0.064
Cl: -0.383 -0.287 -12.777  0.530
C: -1.638 -1.150 -13.678  -0.645
C: -3.046 -0.793 -13.142  -0.713
Cl: -3.322 0.887 -12.914  0.567
H: -1.496 -2.231 -13.669  0.075
H: -1.518 -0.751 -14.685  0.060
H: -3.182 -1.270 -12.171  0.067
H: -3.881 -0.982 -13.816  0.058
Cl: 8.731 -4.386 -1.777  0.521
C: 9.486 -3.331 -0.577  -0.689
C: 9.464 -1.853 -0.960  -0.659
Cl: 10.104 -1.726 -2.593  0.552
H: 10.477 -3.785 -0.569  0.054
H: 9.117 -3.611 0.410  0.071
H: 10.006 -1.315 -0.182  0.080
H: 8.452 -1.448 -0.951  0.070